Computed, not measured: a molecular structure, C3H5ClGdO4, with ωB97M-V/def2-TZVPD.

## Properties
⟨S²⟩: 16.78
E_HOMO (alpha / beta) (eV): -21.48 / -23.71
Strongest force on any atom (eV/A): 5.8
LUMO energy (alpha / beta) (eV): -15.852 / -14.661
Orbital gap (alpha / beta) (Eh): 0.207 / 0.333
Molecular weight (g mol⁻¹): 297.772

Structure (ORCA input):
```
! RIJCOSX wB97M-V def2-TZVPD def2/J DEFGRID3
* xyz 3 8
C -0.45 0.93 2.39
O -0.60 -0.31 1.80
C -0.93 -0.31 0.41
O 0.08 0.34 -0.40
C 0.65 -0.48 -1.28
O 1.73 -0.86 -1.15
O -0.12 -0.84 -2.39
Cl 1.02 -1.23 -3.63
H -0.18 1.74 1.70
H -1.43 1.21 2.89
H 0.31 0.87 3.18
H -1.92 0.13 0.21
H -1.00 -1.36 0.11
Gd 2.85 0.17 -3.86
*
```

---

Computed, not measured: a molecular structure, C3H5ClI2, with ωB97M-V/def2-TZVPD.

## Properties
E_HOMO (eV): -9.36
Strongest force on any atom (eV/A): 3.2
LUMO energy (eV): -0.796
Orbital gap (Eh): 0.315
ΔE to the lowest compared entry with this formula, charge and spin (kcal/mol): 0.0
Molecular weight (g mol⁻¹): 330.334

Structure (ORCA input):
```
! RIJCOSX wB97M-V def2-TZVPD def2/J DEFGRID3
* xyz 0 1
C -0.47 -0.13 -0.48
C 0.77 0.44 0.19
C 2.21 0.10 -0.49
Cl 2.01 0.12 -2.14
I 2.78 -2.07 0.15
I 3.77 1.44 0.28
H -0.58 -1.18 -0.47
H -1.20 0.20 0.19
H -0.65 0.24 -1.56
H 0.76 1.54 0.33
H 0.81 -0.04 1.20
*
```

---

Computed, not measured: a single C3H5ClN2 molecule, with ωB97M-V/def2-TZVPD.

## Properties
Structure (SMILES): C[C@@](N)(Cl)C#N
E_HOMO (eV): -10.53
Strongest force on any atom (eV/A): 6.8
LUMO energy (eV): 0.721
Orbital gap (Eh): 0.413
ΔE to the lowest compared entry with this formula, charge and spin (kcal/mol): 21.4
Molecular weight (g mol⁻¹): 104.540

Structure (ORCA input):
```
! RIJCOSX wB97M-V def2-TZVPD def2/J DEFGRID3
* xyz 0 1
C -0.03 0.15 -1.05
C 1.05 -0.12 0.08
N 0.50 -0.19 1.42
Cl 1.87 -1.69 -0.17
C 2.16 1.18 0.07
N 2.79 2.10 -0.02
H 0.22 0.92 -1.80
H -0.49 -0.70 -1.55
H -0.77 0.59 -0.38
H -0.24 0.46 1.67
H 0.28 -1.07 1.70
*
```

---

Computed, not measured: a single C3H5ClN4O2 molecule, with ωB97M-V/def2-TZVPD.

## Properties
Structure (SMILES): C/N=N/[C@@H]1O[N+]([O-])=CN1Cl
E_HOMO (eV): -8.73
Strongest force on any atom (eV/A): 4.0
LUMO energy (eV): 0.188
Orbital gap (Eh): 0.328
ΔE to the lowest compared entry with this formula, charge and spin (kcal/mol): 19.7
Molecular weight (g mol⁻¹): 164.552

Structure (ORCA input):
```
! RIJCOSX wB97M-V def2-TZVPD def2/J DEFGRID3
* xyz 0 1
C 0.99 2.08 1.61
N 0.28 1.57 0.50
N 0.85 0.61 -0.01
C 0.32 -0.24 -1.04
O -0.93 0.00 -1.56
N -1.84 -0.93 -0.95
O -3.03 -0.82 -1.06
C -1.12 -1.83 -0.33
N 0.24 -1.51 -0.39
Cl 1.20 -2.80 -0.98
H 0.80 3.27 1.69
H 0.54 1.66 2.49
H 2.15 1.84 1.67
H 1.12 -0.15 -1.83
H -1.57 -2.75 0.18
*
```

---

Computed, not measured: 2 unconnected molecules or ions with the total composition C3H5ClNO2, with ωB97M-V/def2-TZVPD.

## Properties
E_HOMO (eV): -4.25
Strongest force on any atom (eV/A): 4.3
LUMO energy (eV): 3.549
Orbital gap (Eh): 0.287
ΔE to the lowest compared entry with this formula, charge and spin (kcal/mol): 37.5
Molecular weight (g mol⁻¹): 122.531

Structure (ORCA input):
```
! RIJCOSX wB97M-V def2-TZVPD def2/J DEFGRID3
* xyz -1 1
C 0.18 -1.45 -1.98
C -0.07 0.90 0.86
C -0.27 -0.57 0.90
N -1.12 -1.35 1.37
O 1.14 -1.92 -1.40
O -0.61 -0.52 -1.70
Cl -2.48 -0.70 2.32
H 0.95 1.03 1.15
H -0.32 1.05 -0.11
H -0.68 1.33 1.52
H 0.04 -1.94 -3.21
H 0.63 -1.03 0.35
*
```

---

Computed, not measured: a single C3H5ClO molecule, with ωB97M-V/def2-TZVPD.

## Properties
Structure (SMILES): C=C[C@@H](O)Cl
E_HOMO (eV): -10.37
Strongest force on any atom (eV/A): 4.4
LUMO energy (eV): 0.963
Orbital gap (Eh): 0.416
ΔE to the lowest compared entry with this formula, charge and spin (kcal/mol): 23.1
Molecular weight (g mol⁻¹): 92.525

Structure (ORCA input):
```
! RIJCOSX wB97M-V def2-TZVPD def2/J DEFGRID3
* xyz 0 1
C 1.47 -0.17 -0.23
C 0.32 -0.72 -0.20
C -0.78 0.01 0.51
O -0.73 1.36 0.15
Cl -2.42 -0.53 0.07
H 2.33 -0.64 -0.77
H 1.74 0.77 0.21
H 0.04 -1.60 -0.74
H -0.64 0.06 1.63
H -1.32 1.46 -0.63
*
```

---

Computed, not measured: a single C3H5ClO2 molecule, with ωB97M-V/def2-TZVPD.

## Properties
Structure (SMILES): O=C[C@@H](O)CCl
E_HOMO (eV): -10.51
Strongest force on any atom (eV/A): 1.3
LUMO energy (eV): 0.684
Orbital gap (Eh): 0.411
ΔE to the lowest compared entry with this formula, charge and spin (kcal/mol): 23.3
Molecular weight (g mol⁻¹): 108.524

Structure (ORCA input):
```
! RIJCOSX wB97M-V def2-TZVPD def2/J DEFGRID3
* xyz 0 1
O -0.38 -2.07 0.88
C -0.67 -0.93 0.57
C 0.27 0.21 0.87
O 1.33 -0.26 1.65
C 0.70 0.79 -0.45
Cl -0.66 1.03 -1.65
H -1.59 -0.75 0.00
H -0.32 0.97 1.38
H 1.17 -1.23 1.77
H 1.35 0.03 -0.87
H 1.31 1.69 -0.35
*
```

---

Computed, not measured: a single C3H5ClS molecule, with ωB97M-V/def2-TZVPD.

## Properties
Structure (SMILES): C=C[C@H](S)Cl
E_HOMO (eV): -9.49
Strongest force on any atom (eV/A): 4.5
LUMO energy (eV): 0.761
Orbital gap (Eh): 0.377
ΔE to the lowest compared entry with this formula, charge and spin (kcal/mol): 19.4
Molecular weight (g mol⁻¹): 108.593

Structure (ORCA input):
```
! RIJCOSX wB97M-V def2-TZVPD def2/J DEFGRID3
* xyz 0 1
C -1.67 -0.43 -0.14
C -0.48 -0.37 -0.76
C 0.71 -0.02 0.24
S 1.56 1.68 -0.14
Cl 1.83 -1.31 0.00
H -2.66 -0.58 -0.70
H -1.66 -0.49 0.99
H -0.15 -0.28 -1.75
H 0.31 -0.11 1.30
H 2.21 1.91 0.97
*
```

---

Computed, not measured: a single C3H5ClS molecule, with ωB97M-V/def2-TZVPD.

## Properties
Structure (SMILES): CC(=S)CCl
E_HOMO (eV): -8.88
Strongest force on any atom (eV/A): 3.8
LUMO energy (eV): -0.695
Orbital gap (Eh): 0.301
ΔE to the lowest compared entry with this formula, charge and spin (kcal/mol): 11.7
Molecular weight (g mol⁻¹): 108.593

Structure (ORCA input):
```
! RIJCOSX wB97M-V def2-TZVPD def2/J DEFGRID3
* xyz 0 1
C -1.17 -0.83 0.89
C 0.13 -0.08 0.56
S 1.42 -0.46 1.66
C 0.29 0.93 -0.63
Cl -0.87 0.43 -1.94
H -1.22 -1.75 0.26
H -1.29 -0.99 1.94
H -2.11 -0.30 0.50
H -0.19 1.94 -0.24
H 1.32 1.02 -1.03
*
```

---

Computed, not measured: a molecular structure, C3H5ClS, with ωB97M-V/def2-TZVPD.

## Properties
E_HOMO (eV): -9.13
Strongest force on any atom (eV/A): 5.0
LUMO energy (eV): -0.699
Orbital gap (Eh): 0.310
ΔE to the lowest compared entry with this formula, charge and spin (kcal/mol): 65.0
Molecular weight (g mol⁻¹): 108.593

Structure (ORCA input):
```
! RIJCOSX wB97M-V def2-TZVPD def2/J DEFGRID3
* xyz 0 1
C 0.72 -0.39 -1.03
C 0.77 -0.34 0.48
C -0.52 -0.31 -0.19
S -1.37 1.93 0.14
Cl -1.73 -1.51 -0.01
H 0.90 0.44 -1.53
H 0.84 -1.28 -1.44
H 1.16 -1.21 1.16
H 1.15 0.66 1.00
H -1.91 2.01 1.41
*
```

---

Computed, not measured: 2 unconnected molecules or ions with the total composition C3H5ClS2, with ωB97M-V/def2-TZVPD.

## Properties
E_HOMO (alpha / beta) (eV): -8.94 / -8.23
Strongest force on any atom (eV/A): 3.4
LUMO energy (alpha / beta) (eV): -0.953 / -1.515
Orbital gap (alpha / beta) (Eh): 0.294 / 0.247
ΔE to the lowest compared entry with this formula, charge and spin (kcal/mol): 91.9
Molecular weight (g mol⁻¹): 140.660

Structure (ORCA input):
```
! RIJCOSX wB97M-V def2-TZVPD def2/J DEFGRID3
* xyz 0 1
C 2.44 -0.04 0.20
C -1.30 0.25 0.59
C -0.67 -0.18 -0.77
S 2.10 -1.53 0.34
S -0.06 1.18 -1.82
Cl 3.24 1.19 1.01
H -2.10 -0.52 0.85
H -0.52 0.02 1.30
H -1.72 1.24 0.67
H -1.58 -0.61 -1.44
H 0.17 -1.01 -0.92
*
```

---

Computed, not measured: a molecular structure, C3H5CoO3, with ωB97M-V/def2-TZVPD.

## Properties
⟨S²⟩: 6.01
E_HOMO (alpha / beta) (eV): -17.14 / -21.96
Strongest force on any atom (eV/A): 2.7
LUMO energy (alpha / beta) (eV): -10.875 / -11.973
Orbital gap (alpha / beta) (Eh): 0.230 / 0.367
ΔE to the lowest compared entry with this formula, charge and spin (kcal/mol): 21.7
Molecular weight (g mol⁻¹): 148.003

Structure (ORCA input):
```
! RIJCOSX wB97M-V def2-TZVPD def2/J DEFGRID3
* xyz 2 5
H -0.26 -1.90 0.67
O 2.03 -1.35 -0.35
C 0.93 -0.87 -0.65
C -1.21 0.15 0.54
O 0.88 0.49 -0.54
O -0.35 -1.34 -0.12
C -0.45 1.08 -0.36
H -0.91 0.19 1.60
H -2.26 -0.01 0.31
H -0.27 2.06 0.08
H -0.90 1.14 -1.36
Co 2.77 0.37 0.17
*
```

---

Computed, not measured: a molecular structure, C3H5CsLiO3, with ωB97M-V/def2-TZVPD.

## Properties
⟨S²⟩: 0.75
E_HOMO (alpha / beta) (eV): -5.39 / -5.93
Strongest force on any atom (eV/A): 5.3
LUMO energy (alpha / beta) (eV): -0.813 / -1.275
Orbital gap (alpha / beta) (Eh): 0.168 / 0.171
ΔE to the lowest compared entry with this formula, charge and spin (kcal/mol): 118.8
Molecular weight (g mol⁻¹): 228.916

Structure (ORCA input):
```
! RIJCOSX wB97M-V def2-TZVPD def2/J DEFGRID3
* xyz 0 2
O -0.59 1.36 -2.20
C -0.80 0.57 -1.05
C 0.55 0.09 -0.55
O 0.25 -0.74 0.82
H -1.42 1.76 -2.47
H -1.44 -0.30 -1.25
H -1.25 1.18 -0.24
H 1.15 0.95 -0.23
H 1.19 -0.22 -1.39
O 0.88 -2.25 -0.46
C 1.07 -1.78 0.72
Li -0.76 -1.45 3.96
Cs 1.17 0.83 4.33
*
```

---

Computed, not measured: a molecular structure, C3H5CsLiO4, with ωB97M-V/def2-TZVPD.

## Properties
⟨S²⟩: 0.76
E_HOMO (alpha / beta) (eV): -16.58 / -16.57
Strongest force on any atom (eV/A): 4.6
LUMO energy (alpha / beta) (eV): -6.258 / -10.137
Orbital gap (alpha / beta) (Eh): 0.379 / 0.236
ΔE to the lowest compared entry with this formula, charge and spin (kcal/mol): 70.1
Molecular weight (g mol⁻¹): 244.915

Structure (ORCA input):
```
! RIJCOSX wB97M-V def2-TZVPD def2/J DEFGRID3
* xyz 2 2
O 0.25 -0.50 -0.04
C 1.64 -0.35 -0.29
C -0.58 0.39 -0.58
O 2.32 -1.23 0.25
O 2.02 0.64 -0.90
C -1.97 0.28 -0.10
Cs 6.48 1.55 -0.12
H -0.34 0.72 -1.60
H -1.10 1.48 0.06
H -2.47 -0.62 -0.56
H -2.66 0.99 -0.62
Li 1.83 -2.76 1.14
O -2.23 -0.22 1.61
H -3.19 -0.36 1.74
*
```

---

Computed, not measured: a molecular structure, C3H5CuLiO4, with ωB97M-V/def2-TZVPD.

## Properties
⟨S²⟩: 2.01
E_HOMO (alpha / beta) (eV): -8.64 / -12.41
Strongest force on any atom (eV/A): 4.8
LUMO energy (alpha / beta) (eV): -4.720 / -6.541
Orbital gap (alpha / beta) (Eh): 0.144 / 0.216
ΔE to the lowest compared entry with this formula, charge and spin (kcal/mol): 77.7
Molecular weight (g mol⁻¹): 175.556

Structure (ORCA input):
```
! RIJCOSX wB97M-V def2-TZVPD def2/J DEFGRID3
* xyz 1 3
Cu -0.76 0.98 -0.74
O -0.99 0.31 0.99
C -0.23 -0.35 1.75
H 0.09 -1.34 1.38
H 0.06 0.00 2.76
C 1.92 0.62 0.20
O 2.53 0.50 -1.14
C 1.94 -0.31 -1.98
O 0.71 -0.39 -1.99
O 2.76 -1.33 -2.15
Li 4.07 0.04 0.83
H 1.56 1.66 0.13
H 1.32 -0.29 0.26
H 2.26 -2.14 -2.35
*
```

---

Computed, not measured: a molecular structure, C3H5CuO3, with ωB97M-V/def2-TZVPD.

## Properties
⟨S²⟩: 0.75
E_HOMO (alpha / beta) (eV): -13.73 / -13.72
Strongest force on any atom (eV/A): 2.1
LUMO energy (alpha / beta) (eV): -5.121 / -5.682
Orbital gap (alpha / beta) (Eh): 0.317 / 0.296
ΔE to the lowest compared entry with this formula, charge and spin (kcal/mol): 85.9
Molecular weight (g mol⁻¹): 152.616

Structure (ORCA input):
```
! RIJCOSX wB97M-V def2-TZVPD def2/J DEFGRID3
* xyz 1 2
H 2.20 -0.15 0.46
C 1.55 0.34 -0.56
C 0.14 0.85 -0.51
O -0.67 -0.14 0.14
C -1.68 0.24 0.91
O -2.24 -0.88 1.27
H 2.27 0.90 -1.17
H -0.26 0.99 -1.52
H 0.06 1.81 0.03
H -3.06 -0.70 1.76
Cu -0.02 -2.26 -0.26
O 1.70 -1.01 -0.54
*
```

---

Computed, not measured: a molecular structure, C3H5CuO5PS, with ωB97M-V/def2-TZVPD.

## Properties
⟨S²⟩: 0.75
E_HOMO (alpha / beta) (eV): -18.10 / -18.08
Strongest force on any atom (eV/A): 1.1
LUMO energy (alpha / beta) (eV): -9.754 / -12.429
Orbital gap (alpha / beta) (Eh): 0.307 / 0.208
ΔE to the lowest compared entry with this formula, charge and spin (kcal/mol): 0.0
Molecular weight (g mol⁻¹): 247.655

Structure (ORCA input):
```
! RIJCOSX wB97M-V def2-TZVPD def2/J DEFGRID3
* xyz 2 2
O 2.62 -2.59 0.12
C 2.09 -1.58 0.30
O 2.60 -0.33 0.40
C 1.59 0.66 0.27
C 0.40 -0.22 -0.18
P -1.26 0.23 0.39
O -1.98 1.00 -0.88
O -2.15 -0.98 0.73
S -1.25 1.42 1.99
O 0.66 -1.44 0.44
H 1.45 1.13 1.25
H 1.88 1.40 -0.47
H 0.42 -0.31 -1.28
H -1.71 0.76 -1.79
H -2.31 -1.71 0.11
Cu -3.06 2.56 -1.39
*
```

---

Computed, not measured: a molecular structure, C3H5EuO3, with ωB97M-V/def2-TZVPD.

## Properties
⟨S²⟩: 12.31
E_HOMO (alpha / beta) (eV): -18.10 / -18.10
Strongest force on any atom (eV/A): 3.0
LUMO energy (alpha / beta) (eV): -12.887 / -9.870
Orbital gap (alpha / beta) (Eh): 0.192 / 0.303
ΔE to the lowest compared entry with this formula, charge and spin (kcal/mol): 30.2
Molecular weight (g mol⁻¹): 241.034

Structure (ORCA input):
```
! RIJCOSX wB97M-V def2-TZVPD def2/J DEFGRID3
* xyz 2 7
H -1.69 -0.92 3.02
C 1.35 2.21 1.31
C 1.93 1.25 0.61
O 1.13 0.32 -0.07
C 1.44 -0.06 -1.30
O 0.49 -0.96 -1.54
H 1.99 2.90 1.86
H 3.00 1.08 0.47
H 0.52 -1.34 -2.43
Eu -0.93 -1.21 0.29
O -2.01 -1.17 2.15
H 0.27 2.33 1.35
*
```

---

Computed, not measured: a single C3H5F molecule, with ωB97M-V/def2-TZVPD.

## Properties
Structure (SMILES): FC1CC1
E_HOMO (eV): -10.65
Strongest force on any atom (eV/A): 1.9
LUMO energy (eV): 1.307
Orbital gap (Eh): 0.439
ΔE to the lowest compared entry with this formula, charge and spin (kcal/mol): 7.6
Molecular weight (g mol⁻¹): 60.071

Structure (ORCA input):
```
! RIJCOSX wB97M-V def2-TZVPD def2/J DEFGRID3
* xyz 0 1
F 0.93 0.04 1.09
C -0.01 0.51 0.23
C 0.03 0.02 -1.17
C -0.98 -0.53 -0.19
H -0.36 1.49 0.48
H -0.28 0.63 -2.07
H 0.82 -0.66 -1.42
H -2.05 -0.31 -0.26
H -0.76 -1.52 0.19
*
```

---

Computed, not measured: a molecular structure, C3H5F2IO2S, with ωB97M-V/def2-TZVPD.

## Properties
E_HOMO (eV): -9.78
Strongest force on any atom (eV/A): 4.5
LUMO energy (eV): -1.059
Orbital gap (Eh): 0.320
ΔE to the lowest compared entry with this formula, charge and spin (kcal/mol): 46.9
Molecular weight (g mol⁻¹): 270.038

Structure (ORCA input):
```
! RIJCOSX wB97M-V def2-TZVPD def2/J DEFGRID3
* xyz 0 1
C -1.79 -1.09 -0.30
C -0.78 0.15 -0.04
C 0.36 -0.39 0.65
O 3.32 0.98 0.10
O 1.47 1.51 -1.54
F 0.50 -0.17 1.96
F 1.23 2.45 0.72
S 1.92 1.15 -0.24
I 1.41 -2.00 -0.02
H -1.20 -1.73 -0.96
H -2.65 -0.80 -0.71
H -2.06 -1.43 0.73
H -1.31 0.69 0.64
H -0.42 0.69 -1.00
*
```